DFT (ωB97M-V/def2-TZVPD) results for a cluster of 2 separate species, C11H17N5O3 in total.

Results
Maximum force in hartree/bohr: 0.074
HOMO in eV: -8.5
Calculated total energy in a.u.: -928.637470
Structure (SMILES): COc1ncc2c(no[n+]2[O-])n1.CC1(C)CCCN1
Frontier orbital gap in eV: 7.45

The geometry in XYZ format:
```
36
Properties=species:S:1:pos:R:3:forces:R:3
C -3.45301 2.26168 -1.30818 -0.051 0.485 0.014
O -2.47355 3.33520 -1.26081 -0.019 -0.609 -0.040
C -1.20521 2.94942 -1.12339 1.137 2.208 0.193
N -0.99724 1.64014 -0.95117 0.665 -1.403 0.235
C 0.24293 1.19528 -0.83146 -0.849 0.739 -2.081
C 1.25523 2.13618 -0.84776 2.486 2.283 -0.912
C 0.96660 3.54454 -1.05839 2.647 -0.392 -0.289
N 2.11927 4.27768 -1.25894 -2.286 -1.726 0.320
O 3.13680 3.35529 -1.25622 -1.140 -1.762 0.543
N 2.59777 1.98621 -1.04012 0.151 0.968 -0.019
O 3.37638 1.04843 -1.09107 -0.731 0.892 0.127
N -0.29273 3.93672 -1.17655 -1.964 -0.243 0.035
H -4.40571 2.79184 -1.35868 0.122 -0.171 -0.002
H -3.30901 1.64296 -2.20161 0.008 0.163 0.249
H -3.40109 1.63498 -0.41112 -0.012 0.207 -0.248
H 0.44618 0.11232 -0.60840 -0.300 1.116 -1.091
C -0.05295 -2.59125 -0.68925 -0.192 -0.276 -0.343
C -0.29332 -1.90952 0.64801 0.341 0.128 0.349
C -1.77850 -1.65983 0.88500 -0.005 -0.030 -0.026
C 0.37138 -2.71194 1.78419 -0.220 0.177 0.077
C 1.82890 -2.24173 1.79150 0.415 -0.398 0.050
C 1.83983 -0.85452 1.15334 -0.463 0.421 -0.325
N 0.45466 -0.61886 0.63831 0.167 -2.258 3.073
H -0.61103 -3.53897 -0.72558 0.216 0.217 -0.021
H -0.40923 -1.96436 -1.51887 0.145 -0.134 0.174
H 1.01223 -2.81458 -0.83832 -0.229 0.087 -0.025
H -2.32651 -2.61093 0.83720 0.099 0.260 0.021
H -1.93827 -1.22339 1.88149 -0.005 -0.060 -0.235
H -2.18741 -0.97922 0.12613 0.072 -0.143 0.150
H -0.11678 -2.44216 2.72720 0.033 -0.112 -0.050
H 0.26320 -3.79119 1.62989 0.053 0.159 0.125
H 2.25169 -2.18388 2.79786 -0.071 -0.256 -0.114
H 2.44867 -2.92157 1.19925 -0.005 0.034 0.183
H 2.09646 -0.06099 1.86803 -0.061 -0.209 -0.178
H 2.54342 -0.76967 0.31815 -0.063 -0.108 0.177
H -0.00006 0.03968 1.27035 -0.094 -0.254 -0.099
```
Positions in Å, forces in eV/Å.

DFT (ωB97M-V/def2-TZVPD) results for the molecule C11H17N5O3.

Results
Maximum force in hartree/bohr: 0.110
HOMO in eV: -9.1
Calculated total energy in a.u.: -928.851065
Structure (SMILES): CNC(=O)[C@@H](Cc1c[nH]cn1)NC(=O)CNC(C)=O
Frontier orbital gap in eV: 9.57

The geometry in XYZ format:
```
36
Properties=species:S:1:pos:R:3:forces:R:3
C -3.58020 1.32609 2.04615 0.480 -0.657 1.152
N -2.50442 0.34886 1.86952 3.994 -0.023 0.430
C -2.25317 -0.66850 0.98131 -4.008 1.596 -0.788
O -3.12558 -0.91929 0.16036 0.076 -0.654 -0.710
C -1.04812 -1.56092 1.05843 -0.261 -0.208 0.647
C -0.78591 -2.36706 -0.24325 -0.543 0.060 0.519
C -0.43787 -1.62065 -1.50799 1.059 0.545 -0.467
C -1.28049 -1.49174 -2.58212 -1.246 -1.132 1.385
N -0.48722 -1.03583 -3.57327 -1.448 0.382 -5.436
C 0.76363 -0.98702 -3.20121 1.007 0.705 3.538
N 0.88385 -1.18909 -1.88587 -1.486 -1.526 -0.304
N 0.13757 -0.75677 1.20363 1.698 -1.675 -2.088
C 0.59855 0.02053 2.12601 1.245 3.308 2.163
O 0.06676 0.38778 3.16663 -0.767 -0.659 0.266
C 1.96497 0.66806 1.83872 -0.120 0.579 -0.629
N 2.09826 1.31207 0.52924 -5.481 -0.622 0.454
C 3.20223 1.57919 -0.09036 2.931 0.774 -0.997
C 3.09607 2.43984 -1.38292 -1.620 0.045 -0.312
O 4.26563 1.16934 0.36834 0.098 0.456 -0.607
H -4.16290 0.82259 2.82536 -1.088 0.677 -0.660
H -3.31738 2.31822 2.45752 1.064 -0.793 0.261
H -4.02303 1.67676 1.14933 -1.052 -0.802 -1.018
H -1.65340 0.49176 2.42764 -0.774 0.346 0.375
H -1.32442 -2.25892 1.93256 1.093 0.794 -1.062
H 0.02333 -3.04231 0.02653 0.190 -0.112 -0.177
H -1.65865 -2.98731 -0.45997 0.075 0.162 0.116
H -2.32262 -1.90707 -2.64962 1.301 1.054 -0.237
H -0.65897 -0.80311 -4.61185 -0.463 -0.827 2.587
H 1.53932 -0.75594 -3.87096 0.869 0.474 -0.542
H 0.89558 -0.90760 0.51094 -1.117 -0.196 0.054
H 2.15078 1.44074 2.57278 -0.126 -0.225 0.497
H 2.67686 -0.10969 1.94325 1.139 -0.611 0.023
H 1.18389 1.54330 0.07532 1.433 -0.119 0.546
H 4.10007 2.48005 -1.82042 -0.365 0.450 0.206
H 2.53429 3.47581 -1.28058 1.538 -2.031 0.139
H 2.44271 1.86782 -2.10918 0.671 0.467 0.677
```
Positions in Å, forces in eV/Å.

DFT (ωB97M-V/def2-TZVPD) results for the ion C11H17N6O2 with charge -1.

Results
Maximum force in hartree/bohr: 0.084
HOMO in eV: -2.5
Calculated total energy in a.u.: -908.323852
Structure (SMILES): C/C(=N\N=C(/N)[O-])[C@@H](C(=O)N(C)C)n1cnc(C)c1
Frontier orbital gap in eV: 5.20
Net charge: -1

The geometry in XYZ format:
```
36
Properties=species:S:1:pos:R:3:forces:R:3
C 0.78231 -2.53894 2.28612 0.398 -0.565 -0.819
C 0.28586 -1.13684 2.16748 -0.239 -0.519 2.302
N 1.06663 -0.14419 2.49522 -2.128 1.678 -3.358
N 2.25670 -0.04048 2.02112 2.264 -0.090 0.174
C 2.50714 1.28396 1.52457 0.898 -2.592 1.731
N 1.58952 2.21107 1.85898 0.296 2.433 -0.810
O 3.53556 1.43662 0.86942 -0.487 0.967 -0.172
C -1.03216 -0.78076 1.49174 -0.177 0.249 3.306
C -1.73733 0.36434 2.26906 1.353 0.422 -0.270
O -1.11299 1.37419 2.59364 -1.039 -0.449 -0.464
N -3.08114 0.30917 2.50408 -1.257 -0.277 0.111
C -3.77140 1.57853 2.67383 0.184 0.116 0.116
C -3.99282 -0.83877 2.54172 0.324 0.180 -0.224
N -0.80970 -0.31528 0.12268 -0.021 0.901 -2.617
C -0.27460 -1.11416 -0.86195 0.042 1.491 -0.498
N 0.07227 -0.42080 -1.94984 -0.054 -1.425 0.460
C -0.23227 0.89263 -1.73784 -0.595 -0.653 1.755
C 0.14798 1.95010 -2.74762 -0.196 0.149 0.001
C -0.82184 0.99504 -0.47024 0.597 -0.685 -0.607
H -0.00239 -3.29022 2.14645 -0.007 0.004 -0.180
H 1.59247 -2.71202 1.55895 -0.063 -0.260 -0.023
H 1.23240 -2.74837 3.26956 -0.163 0.310 -0.175
H 0.70522 1.96423 2.27894 0.065 -0.353 -0.088
H 1.72636 3.14312 1.44470 -0.226 -0.984 0.387
H -1.62688 -1.70228 1.65296 -0.106 0.486 -1.365
H -3.00879 2.36027 2.68046 -0.281 -0.092 0.093
H -4.45638 1.75540 1.82319 0.070 -0.154 0.376
H -4.32507 1.59883 3.62554 0.044 0.063 -0.288
H -3.47038 -1.80167 2.53715 -0.032 0.354 -0.034
H -4.59570 -0.78365 3.46614 0.269 -0.024 -0.285
H -4.69381 -0.80467 1.68955 0.210 -0.074 0.191
H -0.19060 -2.18868 -0.73648 0.177 0.275 -0.001
H 0.11150 2.95108 -2.31268 -0.034 -0.081 0.129
H 1.16806 1.81255 -3.13207 -0.233 -0.217 0.327
H -0.50464 1.97571 -3.63159 -0.023 -0.221 0.230
H -1.24459 1.89745 -0.05423 0.168 -0.366 0.589
```
Positions in Å, forces in eV/Å.

DFT (ωB97M-V/def2-TZVPD) results for the molecule C11H17NSi.

Results
Maximum force in hartree/bohr: 0.123
HOMO in eV: -8.2
Calculated total energy in a.u.: -773.443004
Frontier orbital gap in eV: 8.20

The geometry in XYZ format:
```
30
Properties=species:S:1:pos:R:3:forces:R:3
C -2.32793 1.53739 -0.04510 -4.407 -0.152 -0.115
C -2.31080 0.23221 -0.35205 0.251 0.368 -0.334
C -0.99572 -0.44660 -0.37980 0.311 0.286 0.289
C 0.03300 0.36067 -0.13401 -1.121 1.923 0.369
C -1.09798 2.15954 0.10902 3.688 -1.307 0.053
C -3.30218 -0.73476 -0.85298 -3.119 -0.402 3.007
C -1.20075 -1.98047 -0.49895 -1.562 2.990 1.541
C -2.75990 -2.14007 -0.38051 2.714 3.795 4.294
C 2.17600 -0.59799 2.01570 -3.629 3.109 -0.674
C 2.51794 2.09673 0.34083 -0.784 -0.594 -4.290
C 2.89323 -0.82983 -1.01640 -2.355 -0.161 0.592
N -0.81205 3.35743 0.27262 0.159 0.222 -0.129
Si 1.84217 0.29436 0.23973 1.444 -1.104 0.320
H -3.31228 2.15868 0.04487 1.979 -1.209 -0.280
H -4.44130 -0.49234 -0.58335 2.461 -0.625 -0.195
H -3.30210 -0.61984 -1.89429 0.218 -0.350 -1.816
H -0.94424 -2.34569 -1.40111 1.437 -1.085 -3.172
H -0.56237 -2.35674 0.26076 0.092 -1.106 0.756
H -2.83921 -2.41151 0.73686 -0.915 0.955 -1.521
H -3.13598 -2.89260 -0.88735 -1.675 -3.680 -2.649
H 1.77535 0.23028 2.79478 1.164 -2.338 -1.363
H 1.65666 -1.55056 2.08066 -0.847 0.201 0.125
H 3.14238 -0.92652 2.12498 2.740 0.137 0.484
H 2.80236 2.31252 1.28878 0.877 0.858 2.945
H 3.37813 2.27685 -0.36196 -0.500 -0.495 0.784
H 1.78891 2.84936 -0.04361 0.331 -0.706 0.543
H 2.57096 -0.82953 -2.06041 -0.102 0.450 0.033
H 3.90766 -0.50472 -0.98444 0.922 -0.196 0.223
H 2.70127 -1.89087 -0.71044 0.697 0.812 0.056
H 0.15876 3.68463 0.27719 -0.470 -0.598 0.123
```
Positions in Å, forces in eV/Å.